{"formula": "C16H38AsGeN2O3RbS4", "method": "the ωB97M-V functional and the def2-TZVPD basis", "species": ["Rb", "C", "C", "C", "C", "O", "Ge", "O", "C", "C", "C", "C", "O", "C", "C", "C", "C", "H", "H", "H", "H", "H", "H", "H", "H", "H", "H", "H", "H", "H", "H", "H", "H", "H", "H", "H", "H", "H", "H", "H", "H", "H", "H", "H", "S", "As", "S", "S", "S", "N", "C", "C", "N", "C", "C", "H", "H", "H", "H", "H", "H", "H", "H", "H", "H", "H"], "positions_angstrom": [[-0.54, 0.70, -1.50], [3.73, 0.31, -1.65], [3.06, 0.47, -0.29], [4.10, 0.95, 0.73], [2.50, -0.89, 0.17], [2.02, 1.40, -0.46], [1.26, 2.46, 0.91], [0.18, 0.98, 1.56], [-0.09, 0.77, 2.92], [-0.78, 1.97, 3.57], [1.20, 0.47, 3.70], [-1.01, -0.45, 3.00], [0.01, 3.02, -0.39], [-1.13, 3.83, -0.21], [-0.88, 4.90, 0.86], [-2.35, 2.98, 0.18], [-1.40, 4.53, -1.54], [4.54, -0.43, -1.61], [2.99, -0.02, -2.39], [4.13, 1.27, -1.98], [4.94, 0.26, 0.78], [4.48, 1.94, 0.45], [3.66, 1.02, 1.73], [3.30, -1.63, 0.23], [2.02, -0.78, 1.14], [1.74, -1.23, -0.54], [-0.13, 2.85, 3.51], [-1.72, 2.19, 3.07], [-0.99, 1.77, 4.63], [1.88, 1.33, 3.64], [0.99, 0.27, 4.76], [1.71, -0.40, 3.28], [-1.91, -0.27, 2.41], [-0.50, -1.32, 2.60], [-1.30, -0.67, 4.04], [-0.76, 4.45, 1.85], [0.03, 5.46, 0.63], [-1.72, 5.60, 0.91], [-2.09, 2.33, 1.02], [-3.18, 3.63, 0.48], [-2.71, 2.36, -0.64], [-0.54, 5.14, -1.82], [-1.56, 3.79, -2.33], [-2.29, 5.16, -1.48], [-4.13, -2.28, -5.12], [-2.97, -1.02, -3.85], [-0.88, -0.93, -4.33], [-3.33, -1.33, -1.74], [-4.14, 0.62, -4.64], [-0.56, -5.27, -1.10], [-1.39, -4.44, -0.17], [-0.70, -3.09, 0.02], [-0.44, -2.46, -1.25], [0.33, -3.25, -2.18], [-0.34, -4.59, -2.44], [-0.98, -6.19, -1.23], [0.36, -5.41, -0.68], [-1.51, -5.01, 0.76], [-2.36, -4.28, -0.65], [0.22, -3.20, 0.61], [-1.38, -2.45, 0.58], [-1.32, -2.08, -1.64], [1.35, -3.40, -1.81], [0.36, -2.71, -3.12], [0.25, -5.27, -3.05], [-1.32, -4.44, -2.89]], "lowdin_spin": [0.005, 0.000, 0.000, 0.000, 0.000, 0.000, 0.000, 0.000, 0.000, 0.000, 0.000, 0.000, 0.000, 0.000, 0.000, 0.000, 0.000, 0.000, 0.000, 0.000, 0.000, 0.000, 0.000, 0.000, 0.000, 0.000, 0.000, 0.000, 0.000, 0.000, 0.000, 0.000, 0.000, 0.000, 0.000, 0.000, 0.000, 0.000, 0.000, 0.000, 0.000, 0.000, 0.000, 0.000, 0.459, -0.014, 0.001, 0.001, 0.548, 0.000, 0.000, 0.000, 0.000, 0.000, 0.000, 0.000, 0.000, 0.000, 0.000, 0.000, 0.000, 0.000, 0.000, 0.000, 0.000, 0.001], "total_charge": -1, "e_lumo_ev": [0.9, 0.9], "multiplicity": 2, "homo_lumo_gap_ha": [0.1900, 0.1879], "e_homo_ev": [-4.258, -4.201], "s2": 0.758}

{"formula": "C16H38Ba2NO7", "method": "the ωB97M-V functional and the def2-TZVPD basis", "species": ["Ba", "Ba", "O", "C", "O", "O", "H", "C", "C", "O", "H", "H", "H", "H", "H", "H", "C", "C", "O", "H", "H", "H", "H", "H", "H", "C", "C", "O", "H", "H", "H", "H", "H", "H", "C", "C", "C", "C", "C", "C", "N", "O", "C", "C", "C", "H", "H", "H", "H", "H", "H", "H", "H", "H", "H", "H", "H", "H", "H", "H", "H", "H", "H", "H"], "positions_angstrom": [[-3.23, 3.44, 0.51], [-2.12, 1.54, 4.50], [-1.36, -0.62, 0.81], [-2.04, 0.53, 0.74], [-2.36, 0.91, -0.40], [-2.18, 1.11, 1.83], [-1.43, -0.54, -0.14], [-1.75, -0.52, -3.72], [-0.69, -1.31, -4.39], [0.60, -0.74, -4.19], [-1.61, 0.51, -4.05], [-1.65, -0.67, -2.65], [-2.69, -1.03, -3.91], [-0.74, -1.34, -5.48], [-0.50, -2.32, -4.03], [1.19, -1.21, -4.79], [-2.51, -2.44, 4.15], [-1.18, -2.16, 3.70], [-0.91, -0.75, 3.62], [-2.72, -3.50, 4.28], [-3.18, -2.00, 3.41], [-2.55, -1.81, 5.04], [-0.99, -2.59, 2.72], [-0.33, -2.51, 4.29], [-0.85, -0.40, 2.73], [-6.30, 1.08, -1.80], [-5.26, 2.07, -2.24], [-5.08, 3.21, -1.42], [-6.45, 1.23, -0.73], [-6.20, 0.04, -2.09], [-7.15, 1.32, -2.44], [-5.67, 2.46, -3.17], [-4.36, 1.51, -2.47], [-5.87, 3.75, -1.50], [4.26, -0.02, 2.71], [3.10, 0.13, 1.74], [2.87, 1.67, 1.52], [2.10, 2.04, 0.20], [2.85, 1.30, -0.91], [3.07, -0.24, -0.81], [3.66, -0.48, 0.49], [4.11, -1.84, 0.67], [1.68, -1.05, -1.02], [4.14, -0.58, -1.85], [1.84, -0.40, 2.24], [4.54, -1.05, 2.92], [5.20, 0.45, 2.41], [3.99, 0.41, 3.67], [2.63, 2.18, 2.46], [3.80, 2.17, 1.25], [1.12, 1.57, 0.13], [1.96, 3.10, 0.01], [3.78, 1.80, -1.18], [2.34, 1.57, -1.83], [0.87, -0.33, -0.87], [1.63, -1.85, -0.29], [1.72, -1.48, -2.01], [4.94, 0.13, -1.64], [3.81, -0.54, -2.89], [4.63, -1.54, -1.75], [1.92, -1.48, 2.33], [1.56, 0.08, 3.17], [0.94, -0.24, 1.65], [5.05, -1.68, 0.75]], "mulliken_charge": [1.770, 1.823, -0.406, 1.141, -0.817, -0.776, -0.011, -0.295, -0.529, -0.498, 0.266, -0.262, 0.375, 0.384, 0.316, 0.298, -0.925, -0.235, -0.576, 0.402, 0.225, 0.114, 0.253, 0.434, 0.332, -1.082, -0.013, -0.526, 0.235, 0.337, 0.383, 0.280, 0.216, 0.277, -2.136, 2.206, -1.584, 0.266, -1.889, 1.456, 0.359, -0.435, -0.918, -1.825, -1.713, 0.476, 0.426, 0.400, 0.542, 0.427, -0.557, 0.571, 0.472, 0.478, -0.198, 0.295, 0.393, 0.477, 0.376, 0.394, 0.437, 0.414, 0.097, 0.383], "total_charge": 3, "e_lumo_ev": -11.3, "homo_lumo_gap_ha": 0.0928, "e_homo_ev": -13.821}

{"formula": "C16H38BrN2O", "method": "the ωB97M-V functional and the def2-TZVPD basis", "species": ["Br", "C", "C", "N", "C", "C", "C", "C", "C", "O", "C", "H", "H", "H", "H", "H", "H", "H", "H", "H", "H", "H", "H", "H", "H", "H", "H", "H", "H", "H", "H", "C", "C", "C", "N", "C", "C", "C", "C", "C", "H", "H", "H", "H", "H", "H", "H", "H", "H", "H", "H", "H", "H", "H", "H", "H", "H", "H"], "positions_angstrom": [[2.50, 0.67, 2.21], [-3.24, -0.47, -0.19], [-2.38, 0.69, -0.83], [-1.48, 1.48, 0.17], [-2.45, 2.38, 0.98], [-0.71, 0.52, 1.17], [0.22, 1.26, 2.15], [-0.43, 2.13, -0.73], [-1.00, 3.20, -1.70], [-1.61, 4.25, -1.03], [-2.28, 5.09, -1.94], [-3.89, -0.93, -0.93], [-3.89, -0.11, 0.61], [-2.66, -1.35, 0.08], [-2.98, 1.35, -1.45], [-1.77, 0.15, -1.56], [-2.86, 3.07, 0.25], [-1.91, 3.01, 1.68], [-3.22, 1.74, 1.41], [-0.19, -0.30, 0.67], [-1.44, 0.01, 1.80], [1.21, 1.30, 1.70], [0.42, 0.59, 2.99], [-0.16, 2.23, 2.48], [0.21, 1.40, -1.23], [0.18, 2.64, 0.01], [-1.59, 2.78, -2.52], [-0.26, 3.82, -2.21], [-3.30, 5.33, -1.63], [-2.40, 4.71, -2.95], [-1.64, 5.95, -2.14], [3.86, -4.45, 1.40], [3.22, -3.14, 1.22], [2.18, -3.17, 0.10], [1.17, -1.93, 0.28], [0.46, -1.74, 1.61], [1.80, -0.57, -0.13], [1.58, -0.52, -1.62], [0.18, -1.07, -1.77], [0.09, -2.25, -0.81], [4.38, -4.56, 2.35], [4.40, -4.71, 0.48], [3.14, -5.27, 1.45], [3.89, -2.32, 0.95], [2.65, -3.01, 2.14], [1.46, -3.99, 0.10], [2.62, -3.04, -0.89], [0.29, -2.69, 2.11], [-0.48, -1.22, 1.42], [1.00, -1.04, 2.24], [1.52, 0.32, 0.42], [2.87, -0.41, -0.05], [1.54, 0.46, -2.10], [2.31, -1.10, -2.19], [-0.54, -0.31, -1.47], [0.00, -1.36, -2.81], [-0.92, -2.35, -0.40], [0.32, -3.16, -1.36]], "mulliken_charge": [-0.557, -1.197, -0.192, 0.557, -0.905, -0.089, -2.285, 0.296, -1.149, -0.325, -0.870, 0.437, 0.281, 0.220, 0.625, 0.571, 0.353, 0.368, 0.331, -0.539, 0.731, 0.829, 0.725, 0.102, -0.358, 0.587, 0.464, 0.521, 0.306, 0.377, 0.318, -1.480, 0.067, -1.024, 0.350, -1.369, 0.349, -1.923, 0.944, -0.800, 0.368, 0.371, 0.365, 0.325, 0.225, 0.600, 0.366, 0.569, 0.718, 0.330, -0.876, 0.825, 0.654, 0.462, -1.590, 0.820, 0.391, 0.431], "total_charge": 1, "e_lumo_ev": -2.2, "de_lowest_kcal_mol": 233.8, "homo_lumo_gap_ha": 0.2390, "e_homo_ev": -8.748}